1.
Below is 2 unconnected molecules or ions with the total composition C30H37N2O in a non-equilibrium geometry, with properties calculated with ωB97M-V/def2-TZVPD.

Last column: Löwdin charge in e.
CARTESIAN COORDINATES (ANGSTROEM)
C (3.296, 2.860, 5.248)  -0.026
C (1.986, 2.480, 4.627)  -0.226
C (1.308, 1.333, 5.071)  -0.010
C (0.149, 0.911, 4.440)  0.005
C (-0.400, 1.602, 3.306)  -0.173
C (-1.507, 0.993, 2.634)  0.099
C (-2.433, 1.588, 1.729)  -0.180
C (-3.755, 1.031, 1.662)  0.015
C (-4.697, 1.504, 0.769)  -0.011
C (-4.407, 2.596, -0.063)  -0.228
C (-5.420, 3.044, -1.067)  -0.026
C (-3.143, 3.194, 0.025)  -0.008
C (-2.164, 2.691, 0.869)  0.015
C (0.213, 2.861, 3.008)  0.023
C (1.411, 3.241, 3.599)  -0.003
H (3.728, 3.733, 4.749)  0.086
H (3.182, 3.098, 6.315)  0.103
H (4.023, 2.040, 5.182)  0.102
H (1.706, 0.785, 5.928)  0.132
H (-0.414, 0.077, 4.856)  0.128
H (-1.829, 0.037, 3.054)  0.116
H (-4.028, 0.256, 2.380)  0.127
H (-5.685, 1.041, 0.703)  0.132
H (-5.076, 3.936, -1.599)  0.086
H (-5.606, 2.260, -1.815)  0.102
H (-6.384, 3.269, -0.593)  0.099
H (-2.938, 4.069, -0.602)  0.129
H (-1.186, 3.171, 0.877)  0.101
H (-0.293, 3.586, 2.374)  0.104
H (1.911, 4.168, 3.293)  0.130
C (0.053, -5.897, -0.406)  -0.023
N (-0.318, -4.565, -0.824)  -0.027
C (-0.641, -3.443, 0.031)  -0.291
C (0.375, -3.083, 1.167)  -0.542
C (1.756, -2.940, 0.534)  -0.031
C (0.353, -4.151, 2.250)  -0.049
C (-0.130, -1.756, 1.716)  -0.073
N (-0.757, -2.340, -0.889)  0.044
C (-1.089, -2.863, -2.196)  -0.238
C (-0.486, -2.112, -3.375)  -0.097
C (-0.982, -0.697, -3.459)  -0.233
C (-2.207, -0.414, -4.070)  -0.038
C (-2.704, 0.891, -4.079)  -0.084
C (-1.978, 1.915, -3.456)  -0.109
C (-0.750, 1.635, -2.843)  -0.095
C (-0.253, 0.332, -2.856)  -0.048
C (-0.582, -4.289, -2.148)  -0.383
O (-0.387, -5.033, -3.102)  0.079
H (-0.058, -6.570, -1.269)  0.099
H (1.103, -5.927, -0.081)  0.084
H (-0.586, -6.252, 0.417)  0.099
H (-1.631, -3.619, 0.516)  0.161
H (1.744, -2.176, -0.256)  0.083
H (2.495, -2.641, 1.289)  0.090
H (2.092, -3.888, 0.091)  0.083
H (-0.676, -4.345, 2.586)  0.091
H (0.791, -5.094, 1.902)  0.069
H (0.940, -3.818, 3.120)  0.091
H (-1.173, -1.846, 2.061)  0.084
H (0.466, -1.396, 2.562)  0.083
H (-0.108, -0.974, 0.945)  0.082
H (-1.454, -1.662, -0.576)  0.128
H (-2.194, -2.878, -2.295)  0.167
H (0.610, -2.118, -3.302)  0.134
H (-0.775, -2.663, -4.279)  0.131
H (-2.767, -1.233, -4.524)  0.120
H (-3.657, 1.107, -4.569)  0.105
H (-2.375, 2.936, -3.441)  0.098
H (-0.180, 2.428, -2.353)  0.099
H (0.702, 0.087, -2.388)  0.112

Atomic forces in eV per Å
0.2 0.3 0.0
0.1 -0.5 -0.1
-0.4 -0.1 0.0
0.1 0.0 -0.2
0.4 -0.2 0.4
-0.5 1.7 1.2
-0.3 -0.2 -0.7
0.3 -0.1 0.0
0.1 0.0 0.3
0.1 -0.4 -0.1
-0.1 0.3 -0.2
0.3 0.1 0.1
-0.2 0.3 0.1
0.0 0.1 0.0
-0.4 0.2 -0.2
-0.1 -0.1 0.1
-0.1 -0.1 -0.2
-0.2 0.1 0.0
-0.2 0.1 -0.3
0.3 -0.1 -0.3
0.2 0.2 -0.1
0.1 0.0 -0.3
0.3 0.1 0.2
-0.1 -0.1 0.1
0.1 0.1 0.2
0.2 -0.1 0.0
0.1 -0.4 0.2
-0.3 -0.3 -0.3
0.4 -0.4 0.0
-0.4 -0.4 0.1
0.1 -0.3 0.1
-0.1 0.2 -0.9
-0.4 -0.2 1.0
-0.4 -0.4 -0.9
0.3 0.2 0.1
0.1 -0.1 0.3
-0.1 0.5 0.2
0.0 0.8 -0.4
-0.6 0.0 -0.3
0.0 0.0 -0.3
-0.1 0.1 0.2
0.1 0.2 0.2
0.1 0.0 0.1
0.0 0.0 0.1
-0.2 -0.1 -0.1
-0.2 0.1 0.0
0.6 -0.7 -0.2
-0.4 0.7 1.1
0.0 0.3 0.3
-0.3 -0.1 -0.1
0.2 0.1 -0.3
0.3 -0.2 0.1
0.0 -0.2 0.2
-0.1 -0.1 -0.1
-0.1 0.3 0.1
0.2 0.0 0.0
-0.1 0.3 0.2
-0.2 -0.1 -0.2
0.2 -0.1 0.0
0.0 -0.2 0.0
0.1 -0.2 0.1
0.4 -0.4 -0.2
0.3 -0.2 -0.3
-0.2 -0.1 0.0
0.2 0.1 0.2
0.1 0.3 0.0
0.3 0.0 0.2
0.2 -0.4 -0.1
-0.2 -0.2 -0.2
-0.2 0.1 -0.1

Summary:
E_HOMO: -10.90 eV
Total charge: +1
Energy above the lowest of the compared OMol25 structures with the same formula, charge and spin: 0.0 kJ/mol
E: -36732.01089 eV

2.
Below is a molecular structure, C30H38F6N6O18S, with properties calculated with ωB97M-V/def2-TZVPD.

Last column: Löwdin charge in e.
CARTESIAN COORDINATES (ANGSTROEM)
N (2.916, -4.960, 2.198)  0.010
C (2.059, -3.781, 2.425)  -0.269
C (1.080, -3.514, 1.279)  -0.193
C (1.598, -2.519, 0.224)  -0.179
C (0.461, -1.722, -0.428)  -0.149
C (-0.226, -0.752, 0.502)  -0.152
C (0.625, 0.184, 1.203)  -0.010
C (0.169, 1.115, 2.065)  -0.012
C (-1.229, 1.161, 2.279)  -0.353
N (-1.885, 2.014, 3.074)  -0.222
S (-3.442, 1.651, 2.923)  1.002
N (-3.375, 0.447, 1.877)  -0.236
C (-2.083, 0.243, 1.592)  -0.299
C (-1.572, -0.730, 0.683)  -0.115
C (-2.555, -1.593, -0.054)  -0.077
C (-3.105, -2.822, 0.685)  -0.652
N (-3.186, -2.585, 2.135)  0.084
N (-2.263, -3.981, 0.461)  0.104
N (-4.408, -3.103, 0.052)  0.065
H (2.773, -5.340, 1.269)  0.020
H (3.888, -4.696, 2.277)  0.054
H (1.492, -3.931, 3.345)  0.098
H (2.678, -2.892, 2.568)  0.101
H (0.164, -3.108, 1.720)  0.101
H (0.827, -4.458, 0.793)  0.098
H (2.087, -3.080, -0.574)  0.098
H (2.322, -1.853, 0.687)  0.092
H (0.871, -1.138, -1.254)  0.103
H (-0.248, -2.427, -0.858)  0.098
H (1.689, 0.141, 1.019)  0.111
H (0.844, 1.801, 2.552)  0.115
H (-2.125, -1.930, -0.995)  0.113
H (-3.400, -0.961, -0.329)  0.116
H (-3.899, -1.891, 2.329)  0.053
H (-3.510, -3.445, 2.566)  0.070
H (-1.327, -3.726, 0.186)  0.031
H (-2.219, -4.576, 1.275)  0.075
H (-4.802, -3.955, 0.431)  0.065
H (-5.051, -2.337, 0.208)  0.065
C (0.827, 2.210, -4.919)  -0.044
C (1.953, 1.608, -4.105)  -0.306
O (1.273, 1.074, -2.990)  0.125
C (-0.009, 0.788, -3.372)  -0.536
O (-0.761, 0.128, -2.746)  0.196
O (-0.272, 1.364, -4.568)  0.080
F (2.842, 2.543, -3.679)  0.063
H (0.619, 3.231, -4.598)  0.147
H (0.999, 2.187, -5.991)  0.141
H (2.502, 0.811, -4.609)  0.174
C (2.926, -5.606, -3.185)  -0.036
C (2.508, -7.033, -3.478)  -0.306
O (2.424, -7.594, -2.179)  0.123
C (2.150, -6.586, -1.302)  -0.548
O (1.802, -6.747, -0.182)  0.178
O (2.344, -5.387, -1.894)  0.065
F (3.439, -7.707, -4.192)  0.080
H (4.012, -5.526, -3.111)  0.138
H (2.547, -4.882, -3.900)  0.141
H (1.542, -7.135, -3.973)  0.174
C (-4.677, 5.012, 2.616)  -0.069
C (-5.183, 6.239, 1.887)  -0.303
O (-6.481, 6.400, 2.441)  0.105
C (-6.467, 5.865, 3.697)  -0.555
O (-7.303, 6.063, 4.512)  0.183
O (-5.364, 5.109, 3.871)  0.077
F (-5.291, 6.036, 0.554)  0.083
H (-4.979, 4.099, 2.105)  0.114
H (-3.602, 5.008, 2.770)  0.137
H (-4.605, 7.148, 2.060)  0.176
C (5.508, 3.540, -2.138)  -0.052
C (6.476, 4.330, -2.991)  -0.315
O (6.294, 5.648, -2.517)  0.131
C (5.865, 5.576, -1.222)  -0.547
O (5.840, 6.485, -0.468)  0.191
O (5.483, 4.308, -0.931)  0.072
F (6.163, 4.276, -4.309)  0.072
H (4.513, 3.525, -2.580)  0.118
H (5.832, 2.523, -1.936)  0.142
H (7.524, 4.049, -2.871)  0.172
C (6.921, -8.319, -0.317)  -0.040
C (5.547, -7.705, -0.478)  -0.315
O (5.838, -6.497, -1.165)  0.115
C (6.987, -6.681, -1.877)  -0.553
O (7.367, -5.961, -2.736)  0.183
O (7.610, -7.807, -1.465)  0.077
F (4.960, -7.410, 0.701)  0.087
H (7.403, -7.956, 0.591)  0.146
H (6.921, -9.404, -0.328)  0.141
H (4.851, -8.290, -1.084)  0.167
C (-7.518, 9.400, 3.305)  -0.046
C (-8.777, 10.136, 2.907)  -0.309
O (-8.275, 11.396, 2.496)  0.131
C (-6.992, 11.222, 2.070)  -0.552
O (-6.369, 12.016, 1.453)  0.184
O (-6.540, 10.001, 2.447)  0.067
F (-9.629, 10.309, 3.944)  0.079
H (-7.261, 9.601, 4.346)  0.151
H (-7.567, 8.330, 3.141)  0.110
H (-9.323, 9.685, 2.077)  0.174

Atomic forces in eV per Å
0.1 0.4 0.0
0.0 -0.4 -0.2
0.1 0.5 0.2
-0.4 -0.5 0.0
0.3 0.2 0.1
0.5 -0.1 0.1
0.0 -0.3 -0.3
0.2 0.1 0.0
-0.2 0.1 0.2
0.0 -0.1 -0.1
0.0 0.1 0.2
0.0 -0.2 -0.2
-0.1 0.3 0.1
-0.3 -0.2 0.0
0.1 0.2 -0.1
-0.4 -0.2 0.0
0.0 0.0 -0.1
-0.1 0.0 -0.3
0.3 0.1 -0.1
0.0 0.0 0.1
0.1 -0.2 0.0
0.0 0.0 0.1
0.0 0.1 0.1
0.0 0.0 0.0
-0.1 -0.1 0.1
0.3 0.1 0.0
0.1 0.1 -0.1
0.0 0.0 -0.1
0.0 0.1 -0.1
0.1 0.0 -0.1
-0.1 0.1 0.1
-0.1 0.0 0.0
-0.1 0.0 0.0
0.0 0.1 0.0
0.0 0.0 0.1
0.0 -0.1 0.2
0.2 0.0 0.1
0.0 0.0 0.0
-0.1 0.0 0.1
0.0 0.0 -0.1
-0.1 0.0 0.1
0.1 -0.2 -0.1
0.0 0.1 0.0
-0.1 0.0 0.0
0.0 0.0 0.0
-0.1 0.0 0.0
0.1 0.0 0.0
-0.1 -0.1 0.0
0.1 0.1 0.0
0.1 0.1 0.0
0.1 0.0 0.1
-0.2 0.0 -0.1
0.2 0.0 0.1
0.0 0.0 -0.1
0.0 0.0 -0.1
0.1 0.0 0.1
0.0 -0.1 0.0
-0.1 0.0 0.1
0.0 -0.1 -0.1
0.1 0.0 0.0
-0.1 -0.1 -0.1
0.2 0.1 0.1
0.0 -0.1 0.0
-0.1 0.0 0.0
0.0 0.0 -0.1
-0.1 0.0 0.0
0.0 0.1 -0.1
0.0 0.0 0.2
0.0 0.0 -0.1
0.0 -0.1 0.1
-0.1 0.1 0.0
0.2 -0.1 0.1
-0.1 0.0 0.0
0.0 0.0 0.0
0.0 0.0 0.0
-0.1 0.0 0.0
0.1 0.1 -0.1
0.1 0.1 0.2
0.0 0.0 -0.1
0.1 -0.1 0.0
0.0 0.1 0.0
-0.2 -0.1 -0.2
0.1 0.0 0.1
0.0 0.1 0.0
0.0 0.0 0.1
0.1 0.0 0.0
-0.1 0.0 0.0
0.0 0.0 -0.1
-0.1 0.0 0.1
0.0 -0.1 0.1
0.1 0.1 0.0
0.0 -0.1 -0.2
0.0 0.0 0.1
0.0 0.0 0.0
0.0 -0.1 0.0
0.1 0.1 0.0
-0.1 0.1 0.0
0.1 0.0 -0.1
-0.1 0.0 0.1

Summary:
E_HOMO: -8.66 eV
Energy above the lowest of the compared OMol25 structures with the same formula, charge and spin: 0.0 kJ/mol
E: -104663.18016 eV

3.
Below is a molecular structure, C30H38IrNO7SSi in a non-equilibrium geometry, with properties calculated with ωB97M-V/def2-TZVPD.

Last column: Löwdin charge in e.
CARTESIAN COORDINATES (ANGSTROEM)
Ir (0.141, 0.503, -1.926)  1.295
C (0.521, -3.600, -1.556)  0.007
C (0.856, -2.440, -2.473)  -0.460
C (1.164, -2.929, -3.881)  0.010
O (-0.274, -1.507, -2.558)  -0.106
C (2.093, -1.659, -1.983)  -0.588
O (3.073, -2.263, -1.620)  0.107
O (2.007, -0.359, -2.121)  -0.204
H (-0.033, -4.374, -2.090)  0.096
H (-0.083, -3.267, -0.712)  0.056
H (1.447, -4.020, -1.169)  0.102
H (0.342, -3.540, -4.258)  0.095
H (2.074, -3.527, -3.855)  0.107
H (1.311, -2.089, -4.560)  0.074
H (-0.978, -1.826, -1.974)  0.098
O (-3.119, 1.654, -3.928)  0.108
C (-2.093, 1.142, -3.549)  -0.585
O (-1.839, 0.719, -2.342)  -0.194
C (-0.940, 0.925, -4.498)  -0.160
C (-1.098, 0.835, -5.864)  0.028
C (0.017, 0.570, -6.640)  -0.026
C (1.253, 0.440, -6.024)  -0.032
C (1.346, 0.565, -4.653)  -0.084
N (0.255, 0.798, -3.904)  -0.083
H (-2.086, 0.983, -6.278)  0.130
H (-0.072, 0.474, -7.714)  0.117
H (2.148, 0.238, -6.596)  0.117
H (2.280, 0.480, -4.118)  0.123
O (-0.145, 0.763, 0.234)  -0.407
S (0.325, 2.772, -1.772)  0.941
C (0.979, 3.325, -0.155)  -0.377
C (-0.189, 3.746, 0.721)  -0.229
C (-1.239, 4.326, -0.220)  -0.223
C (-1.390, 3.328, -1.358)  -0.360
H (1.623, 4.178, -0.375)  0.087
H (1.569, 2.514, 0.254)  0.056
H (0.142, 4.482, 1.455)  0.122
H (-0.580, 2.883, 1.255)  0.092
H (-0.913, 5.298, -0.601)  0.115
H (-2.200, 4.461, 0.277)  0.121
H (-1.840, 3.742, -2.258)  0.089
H (-1.953, 2.457, -1.047)  0.062
C (-2.374, -1.561, 3.067)  -0.084
C (-1.946, -0.768, 1.825)  -0.575
C (-2.225, -1.611, 0.575)  -0.077
C (-2.787, 0.515, 1.737)  -0.079
Si (-0.093, -0.373, 1.885)  0.506
O (0.721, -0.492, 0.407)  -0.227
C (0.481, 1.067, 2.941)  -0.221
C (-0.237, 1.573, 4.027)  -0.097
C (0.244, 2.642, 4.776)  -0.084
C (1.461, 3.223, 4.455)  -0.094
C (2.202, 2.722, 3.390)  -0.082
C (1.715, 1.656, 2.647)  -0.100
C (0.729, -1.840, 2.789)  -0.201
C (1.015, -3.024, 2.099)  -0.086
C (1.652, -4.098, 2.707)  -0.085
C (2.039, -4.009, 4.037)  -0.099
C (1.784, -2.843, 4.744)  -0.090
C (1.137, -1.779, 4.127)  -0.086
H (-3.450, -1.762, 3.029)  0.084
H (-2.172, -1.012, 3.992)  0.075
H (-1.850, -2.516, 3.137)  0.077
H (-3.290, -1.865, 0.525)  0.094
H (-1.661, -2.550, 0.594)  0.070
H (-1.974, -1.054, -0.333)  0.049
H (-3.855, 0.267, 1.744)  0.087
H (-2.578, 1.056, 0.811)  0.065
H (-2.599, 1.191, 2.575)  0.067
H (-1.184, 1.125, 4.307)  0.092
H (-0.334, 3.022, 5.611)  0.101
H (1.841, 4.052, 5.040)  0.099
H (3.160, 3.163, 3.140)  0.104
H (2.314, 1.251, 1.836)  0.111
H (0.760, -3.097, 1.051)  0.062
H (1.856, -5.000, 2.141)  0.099
H (2.538, -4.841, 4.518)  0.097
H (2.102, -2.757, 5.777)  0.098
H (0.955, -0.877, 4.703)  0.094

Atomic forces in eV per Å
-1.0 1.5 -1.5
-0.2 0.0 0.0
0.3 -0.3 0.1
-0.1 0.1 -0.1
0.0 -0.3 0.6
-0.2 0.6 0.2
0.0 0.0 -0.2
0.8 0.3 0.9
0.0 0.0 0.0
0.1 0.0 0.0
0.0 0.0 0.0
0.0 0.0 0.0
0.0 0.0 0.0
0.0 0.0 0.0
0.0 -0.1 -0.1
-0.1 -0.1 -0.1
0.0 -0.1 0.2
-0.6 0.6 0.4
0.1 0.2 0.0
0.0 0.2 0.0
0.0 0.0 -0.1
0.0 0.1 -0.1
-0.1 0.4 0.0
0.2 -1.4 -0.9
0.0 -0.1 0.0
0.0 0.0 0.0
0.0 0.0 0.0
0.0 -0.1 0.0
0.7 -1.6 -1.5
-0.2 0.2 0.6
0.4 0.1 -0.1
0.0 0.1 -0.1
0.1 0.0 0.0
0.1 0.2 0.0
0.0 0.0 -0.1
0.0 0.0 0.0
0.0 -0.1 0.0
0.0 0.0 0.0
0.0 0.0 0.0
0.0 0.0 0.0
0.0 0.0 0.0
0.0 -0.1 0.0
0.0 0.0 0.0
-0.2 0.3 0.0
0.0 -0.1 0.0
0.0 0.0 -0.1
0.6 -0.9 0.2
-0.4 0.3 1.3
-0.1 0.3 -0.1
0.0 0.0 0.0
0.0 0.0 0.0
0.0 0.0 0.0
0.0 0.0 0.0
0.0 -0.1 0.1
0.1 -0.1 0.1
0.0 0.1 0.1
0.0 0.0 0.0
0.0 0.0 0.0
0.0 0.0 0.0
-0.1 0.0 0.0
0.0 0.0 0.0
0.0 0.0 0.0
0.0 0.0 0.0
0.0 0.0 0.0
0.0 0.0 0.0
0.0 0.1 0.0
0.0 0.0 0.0
0.0 0.0 0.0
0.0 0.0 0.0
0.0 0.0 0.0
0.0 0.0 0.0
0.0 0.0 0.0
0.0 0.0 0.0
0.0 0.0 0.0
0.0 0.0 0.0
0.0 0.0 0.0
0.0 0.0 0.0
0.0 0.0 0.0
0.0 0.0 0.0

Summary:
E_HOMO: -8.50 eV
Energy above the lowest of the compared OMol25 structures with the same formula, charge and spin: 380.5 kJ/mol
E: -69101.63961 eV

Record order is preserved below.
Lowest unoccupied orbital energy: -5.7; -0.4; -0.6 eV